Record 1
The following is a quantum chemistry calculation of a cluster of 3 separate species, C27H64N7O3P2Si in total at a distorted geometry, from the OMol25 dataset.

Values from the calculation:
HOMO energy: -0.335 hartree
LUMO energy: -4.0358 eV
Kohn-Sham gap: 5.09 eV
charge: +1

Positions of all 104 atoms, in Å:
C (-1.74223, 7.71117, -0.26649)
O (-2.22959, 8.66786, -1.18490)
C (-3.63492, 8.64306, -1.32289)
C (-4.09811, 7.63555, -2.41368)
C (-5.64172, 7.57521, -2.56237)
C (-6.41390, 7.38739, -1.21328)
C (-7.54480, 6.31573, -1.33772)
C (-7.13037, 4.99783, -0.61641)
C (-6.11576, 4.22952, -1.42861)
C (-6.40379, 3.47191, -2.54482)
C (-5.39419, 2.83319, -3.25234)
C (-4.04643, 2.94460, -2.82366)
Si (-2.57083, 2.15723, -3.74899)
C (-1.01741, 3.07487, -3.14376)
C (-2.80071, 2.62661, -5.57695)
C (-2.41164, 0.29056, -3.53556)
C (-3.81949, 3.68980, -1.69279)
N (-4.83251, 4.28955, -1.03974)
H (-1.42889, 6.80532, -0.82393)
H (-2.48522, 7.40380, 0.48989)
H (-0.86168, 8.08476, 0.27110)
H (-4.13497, 8.39291, -0.37414)
H (-3.93761, 9.64502, -1.66384)
H (-3.71863, 8.05824, -3.35695)
H (-3.64325, 6.64661, -2.23400)
H (-5.93681, 8.50582, -3.06695)
H (-5.89951, 6.70973, -3.19315)
H (-5.70182, 7.01172, -0.46364)
H (-6.81188, 8.36131, -0.91065)
H (-8.46587, 6.71296, -0.88988)
H (-7.78915, 6.11390, -2.39198)
H (-6.65134, 5.30929, 0.32509)
H (-8.00241, 4.39328, -0.34101)
H (-7.43463, 3.39557, -2.88794)
H (-5.58281, 2.23684, -4.14434)
H (-0.24633, 2.92899, -3.91238)
H (-0.67780, 2.73188, -2.15673)
H (-1.27014, 4.14824, -3.11773)
H (-2.96929, 3.71400, -5.59041)
H (-3.71774, 2.11074, -5.90746)
H (-1.94993, 2.32283, -6.19419)
H (-1.39160, 0.09148, -3.17078)
H (-3.16861, -0.17761, -2.89692)
H (-2.45170, -0.16431, -4.53854)
H (-2.82191, 3.83507, -1.28055)
H (-4.61629, 4.82206, -0.20182)
O (-0.20154, -2.91450, -0.59569)
P (0.54608, -2.41225, 0.62119)
N (0.01433, -0.76709, 0.48630)
C (0.73998, 0.45463, 0.73994)
C (-1.41533, -0.57081, 0.69849)
N (2.14056, -2.67816, -0.04694)
C (2.90927, -1.60443, -0.65615)
C (2.21618, -3.82714, -0.95553)
N (1.24573, -2.19825, 2.17585)
C (0.29731, -2.11004, 3.28692)
C (2.59424, -1.82183, 2.54197)
H (0.79077, 0.71354, 1.80846)
H (0.25518, 1.29001, 0.22560)
H (1.75101, 0.43944, 0.34238)
H (-1.68011, -0.61044, 1.76348)
H (-1.99998, -1.33136, 0.17731)
H (-1.75177, 0.39386, 0.30536)
H (2.35622, -1.09702, -1.45913)
H (3.83835, -1.99450, -1.07704)
H (3.24267, -0.86767, 0.07577)
H (1.84359, -3.58369, -1.95735)
H (1.64031, -4.66995, -0.57546)
H (3.25032, -4.16413, -1.05727)
H (0.05611, -1.06755, 3.52938)
H (0.68798, -2.59086, 4.18559)
H (-0.63448, -2.62381, 3.04078)
H (2.80308, -0.77201, 2.31801)
H (3.34021, -2.45279, 2.06241)
H (2.74853, -1.95040, 3.61630)
O (5.34982, -8.43355, 3.67753)
P (5.31417, -6.93487, 3.46767)
N (4.32787, -6.96895, 2.04851)
C (4.40351, -6.14778, 0.86459)
C (2.96096, -7.43879, 2.26286)
N (7.02298, -6.78288, 3.11639)
C (7.52225, -6.71212, 1.75209)
C (7.86102, -7.75158, 3.83101)
N (5.21176, -5.22478, 3.65627)
C (3.93849, -4.72895, 4.17440)
C (6.06665, -4.18044, 3.13994)
H (3.93230, -5.16111, 0.99922)
H (3.89853, -6.63692, 0.02748)
H (5.42029, -5.99983, 0.50988)
H (2.33290, -6.66743, 2.73012)
H (2.94648, -8.32214, 2.90331)
H (2.48842, -7.73270, 1.32320)
H (7.18816, -7.56053, 1.13959)
H (8.61435, -6.69857, 1.74811)
H (7.24709, -5.77894, 1.25907)
H (7.85246, -8.73603, 3.34960)
H (7.53073, -7.87772, 4.86088)
H (8.89574, -7.40100, 3.86278)
H (3.26159, -4.42859, 3.36344)
H (4.08292, -3.87317, 4.83859)
H (3.43629, -5.49846, 4.76467)
H (5.95443, -4.05323, 2.05904)
H (7.11378, -4.35313, 3.38039)
H (5.81546, -3.21869, 3.59727)

Forces on atoms 1 to 2 (eV/Å):
0.37 -0.73 -0.29
-0.28 0.03 0.73

=====

Record 2
The following is a quantum chemistry calculation of a structure of composition C24H25N4OSm at a distorted geometry, from the OMol25 dataset.

Values from the calculation:
HOMO energy (alpha / beta): -0.309 / -0.311 hartree
LUMO energy (alpha / beta): -0.7364 / -0.6296 eV
2S+1: 6
energy relative to the best compared isomer or geometry (same formula, charge and spin): 0.00 kJ/mol
Kohn-Sham gap (alpha / beta): 7.68 / 7.84 eV

Positions of all 55 atoms, in Å:
C (-2.44941, 0.18886, -0.15802)
C (-1.84640, 0.20728, -1.44568)
C (-1.30355, -1.08322, -1.70068)
H (-1.84410, 1.04359, -2.14312)
C (-1.56786, -1.90199, -0.55715)
C (-2.28921, -1.11603, 0.38499)
H (-1.30280, -2.95515, -0.45905)
C (1.23813, 2.34941, 0.54855)
C (0.34067, 2.43438, -0.55412)
C (0.88012, 1.65322, -1.62023)
H (-0.56864, 3.03254, -0.60419)
C (2.10177, 1.07089, -1.16365)
C (2.33596, 1.51559, 0.18035)
H (-0.86209, -1.42831, -2.63589)
H (-2.66658, -1.46285, 1.34973)
H (-2.99095, 1.01635, 0.30711)
H (3.21088, 1.25314, 0.78412)
H (0.45966, 1.49559, -2.61873)
H (1.12225, 2.84123, 1.51499)
Sm (0.18558, -0.07324, 0.20266)
C (2.91470, 0.03464, -1.89810)
C (4.39392, 0.20788, -1.53822)
C (2.74538, 0.17315, -3.41786)
H (4.70605, 1.23432, -1.76961)
H (4.99670, -0.49529, -2.11811)
H (4.56963, -0.00109, -0.47898)
H (2.96900, 1.20587, -3.71684)
H (1.73075, -0.07979, -3.75464)
H (3.45461, -0.48958, -3.93132)
C (2.36276, -1.35154, -1.42698)
C (3.20233, -2.54400, -1.90471)
H (1.32119, -1.48424, -1.80450)
H (2.36607, -1.40857, -0.30312)
O (4.39358, -2.43156, -2.19718)
N (2.61969, -3.77045, -2.03642)
C (1.26993, -4.22677, -1.74256)
H (3.27172, -4.49010, -2.32056)
C (0.33178, -4.11287, -2.92042)
C (-0.97126, -4.60345, -2.78254)
H (-1.23151, -5.15447, -1.87351)
C (-1.91676, -4.37941, -3.78470)
H (-2.94550, -4.71800, -3.63874)
C (-1.54076, -3.71896, -4.96252)
H (-2.28005, -3.52632, -5.74085)
C (-0.21343, -3.31640, -5.14578)
H (0.10746, -2.83303, -6.07120)
C (0.72938, -3.52958, -4.12835)
H (1.77788, -3.25071, -4.27064)
H (0.85794, -3.69164, -0.87056)
H (1.34784, -5.28629, -1.45755)
N (-0.53544, 0.68483, 2.22333)
C (-1.10234, 1.46500, 2.92852)
N (-1.72969, 2.38476, 3.51245)
C (-2.06539, 2.61081, 4.75335)
N (-2.41946, 2.90279, 5.83846)

Forces on atoms 1 to 2 (eV/Å):
-0.05 -0.28 -0.26
-0.32 -0.46 0.02

=====

Record 3
The following is a quantum chemistry calculation of a structure of composition C3H6AsF6N4O4PtS2, from the OMol25 dataset.

Values from the calculation:
HOMO energy (alpha / beta): -0.368 / -0.390 hartree
LUMO energy (alpha / beta): -0.4390 / -4.1026 eV
2S+1: 4
energy relative to the best compared isomer or geometry (same formula, charge and spin): 7.55 kJ/mol
Kohn-Sham gap (alpha / beta): 9.58 / 6.51 eV

Positions of all 27 atoms, in Å:
Pt (0.13505, -0.56729, -0.18172)
C (-1.39965, 4.46694, -0.14403)
C (-1.90481, 3.25458, 0.53162)
N (-2.70974, 3.20916, 1.54482)
N (-2.80791, 1.88192, 1.85816)
C (-2.07898, 1.11064, 1.06994)
S (-1.86714, -0.58951, 1.05112)
N (-1.51954, 1.97037, 0.19394)
N (-0.61090, 1.53497, -0.76987)
H (-1.90248, 5.33265, 0.27688)
H (-1.58705, 4.42950, -1.21768)
H (-0.32584, 4.55193, 0.02793)
H (-3.34972, 1.59298, 2.65589)
H (0.24267, 2.11028, -0.70319)
H (-1.03390, 1.53625, -1.69305)
F (0.87061, 1.02788, 1.49001)
As (1.92001, 2.47835, 1.71260)
F (3.26629, 1.51923, 1.26973)
F (2.07044, 2.07500, 3.36898)
F (2.84461, 3.90663, 1.84018)
F (0.44213, 3.34704, 2.03008)
F (1.62437, 2.81459, -0.01152)
O (1.30248, -2.98746, -2.96248)
S (0.82019, -2.12871, -1.95039)
O (1.05024, -0.62870, -2.19454)
O (1.42666, -2.30122, -0.56145)
O (-0.66678, -2.15463, -1.67691)

Forces on atoms 1 to 2 (eV/Å):
-0.21 -0.15 0.06
-0.03 0.01 -0.06

=====

Record 4
The following is a quantum chemistry calculation of an isolated molecule of C3H3N3O at a distorted geometry, from the OMol25 dataset.

Values from the calculation:
HOMO energy: -0.397 hartree
LUMO energy: 0.1563 eV
energy relative to the best compared isomer or geometry (same formula, charge and spin): 75.76 kJ/mol
Kohn-Sham gap: 10.96 eV
SMILES: O=Cn1cncn1

Positions of all 10 atoms, in Å:
O (-0.73257, 1.28716, 1.99592)
C (-0.19083, 0.29077, 1.63514)
N (0.03839, -0.01989, 0.28134)
C (0.51963, -1.21424, -0.17887)
N (0.52707, -1.19612, -1.48154)
C (0.10464, 0.04908, -1.79576)
N (-0.25149, 0.80599, -0.77815)
H (0.22189, -0.52314, 2.27307)
H (0.80119, -2.06312, 0.43965)
H (0.03909, 0.40546, -2.79474)

Forces on atoms 1 to 2 (eV/Å):
0.13 -0.25 0.23
0.07 0.11 -0.19

=====

Total energy (a.u.)
-2648.0116, -1881.7726, -4388.5583, -355.6110